Entry from the OMol25 dataset: a molecular structure, C5H7NO (ωB97M-V with the def2-TZVPD basis set).

Structure (XYZ):
```
14
Properties=species:S:1:pos:R:3:lowdin_charge:R:1
C 1.552 1.164 -0.029 0.23
C 0.388 0.691 -0.625 -0.45
O 0.239 -0.460 -1.327 0.02
C -0.962 -0.795 -0.519 -0.17
C -0.540 -1.457 0.801 -0.23
N -0.266 -0.143 1.407 -0.04
C -0.829 0.531 0.238 -0.28
H 2.551 0.863 -0.344 0.11
H 1.441 1.994 0.662 0.11
H 0.820 1.623 -1.364 0.23
H -1.763 -1.147 -1.171 0.14
H -1.367 -2.045 1.250 0.10
H 0.310 -2.152 0.687 0.10
H -1.573 1.332 0.334 0.13
```

* Kohn-Sham gap (spin up / spin down): 5.646 / 5.281 eV
* F_max: 0.67 eV Å⁻¹
* energy relative to the best compared isomer or geometry (same formula, charge and spin): 775.4 kJ/mol